{
  "formula": "C31H47BF8N6O5P2S2Sr",
  "method": "ωB97M-V/def2-TZVPD",
  "spin_multiplicity": 1,
  "charge": -2,
  "gap_ev": 5.307,
  "homo_ev": -1.435,
  "de_lowest_kcal_mol": 129.49,
  "elements": ["Sr", "C", "C", "C", "C", "P", "C", "N", "B", "N", "C", "P", "C", "C", "C", "C", "C", "C", "C", "C", "C", "C", "C", "C", "C", "C", "C", "C", "C", "C", "H", "H", "H", "H", "H", "H", "H", "H", "H", "H", "H", "H", "H", "H", "H", "H", "H", "H", "H", "H", "H", "H", "H", "H", "H", "H", "H", "H", "H", "H", "H", "H", "H", "H", "H", "H", "H", "H", "H", "H", "H", "H", "H", "H", "F", "C", "F", "F", "S", "O", "O", "N", "S", "O", "O", "C", "F", "F", "F", "F", "C", "F", "H", "N", "C", "O", "C", "C", "N", "C", "N", "H", "H"],
  "coordinates": [[-1.46251, -0.70969, 0.30727], [1.61390, 5.06230, 0.26497], [1.70736, 3.99799, -0.83153], [2.79396, 3.00540, -0.39048], [2.11035, 4.64598, -2.15617], [0.09910, 2.95559, -0.85530], [0.09050, 2.13344, -2.57572], [0.69080, 0.80881, -2.46762], [0.05575, -0.25276, -1.68270], [1.19096, -1.14282, -1.45845], [1.14892, -2.28411, -0.58107], [0.66669, -1.80441, 1.15591], [-0.20136, -3.40586, 1.52359], [-0.36463, -3.47370, 3.03847], [0.07664, -4.77492, 0.93806], [-1.53028, -2.81633, 1.02232], [2.35560, -1.88561, 2.00935], [3.16056, -3.16243, 1.84948], [3.06723, -0.65465, 1.42287], [2.10265, -1.62242, 3.50161], [2.32673, -0.70975, -2.10166], [3.60207, -1.24741, -2.20556], [4.55645, -0.57583, -2.96661], [4.23200, 0.59443, -3.64012], [2.95486, 1.14178, -3.54605], [2.00622, 0.51378, -2.74983], [-1.36436, 4.16192, -0.95687], [-2.56467, 3.29736, -1.36184], [-1.63186, 4.62892, 0.48267], [-1.23438, 5.34637, -1.91021], [2.60382, 5.49812, 0.43629], [1.27767, 4.60767, 1.19914], [0.93058, 5.86855, -0.00254], [3.75834, 3.51559, -0.29097], [2.90272, 2.19213, -1.10162], [2.52626, 2.57372, 0.57609], [2.95820, 5.31877, -1.98671], [1.29715, 5.22550, -2.59199], [2.42739, 3.89273, -2.87533], [0.57655, 2.72371, -3.35070], [-0.96896, 1.94034, -2.74050], [2.09739, -2.82143, -0.59023], [0.38503, -2.95320, -0.97688], [0.50675, -3.87443, 3.55451], [-1.24738, -4.04594, 3.31974], [-0.53113, -2.49750, 3.43905], [1.07786, -5.14059, 1.16695], [-0.06736, -4.77452, -0.14349], [-0.65380, -5.47157, 1.36301], [-1.38583, -1.86997, 1.54594], [-2.40363, -3.34829, 1.39371], [-1.60273, -2.69247, -0.03369], [3.42195, -3.34402, 0.80556], [2.60555, -4.02723, 2.21771], [4.09190, -3.09520, 2.41983], [3.22338, -0.74507, 0.34689], [4.03759, -0.49813, 1.90500], [2.45805, 0.23289, 1.60156], [2.17418, -2.51877, 4.11843], [1.11586, -1.23679, 3.64074], [2.77152, -0.86289, 3.90619], [3.86592, -2.18447, -1.72897], [5.55403, -0.98870, -3.05818], [4.97954, 1.07692, -4.25854], [2.71834, 2.04204, -4.10031], [-2.52451, 2.31783, -0.87421], [-2.60396, 3.11603, -2.43255], [-3.49158, 3.79878, -1.07706], [-1.70522, 3.75122, 1.12788], [-2.58464, 5.16461, 0.53018], [-0.85379, 5.28651, 0.86703], [-1.02353, 5.00173, -2.92403], [-0.45218, 6.03984, -1.59798], [-2.18059, 5.89693, -1.93119], [0.62548, 0.04616, 5.63645], [-0.63934, -0.07352, 5.20566], [-1.36486, 0.69897, 6.01370], [-1.01141, -1.33001, 5.42636], [-0.76626, 0.69271, 3.43341], [0.57460, 1.08014, 3.12226], [-1.69460, 1.74296, 3.70824], [-1.29991, -0.29353, 2.33974], [-2.67798, -1.12686, 2.40612], [-2.83005, -2.13533, 3.40758], [-3.36826, -1.13737, 1.15627], [-3.87948, 0.05351, 3.29793], [-4.14869, 1.25114, 2.80679], [-5.04019, -0.63774, 3.24448], [-3.58968, 0.16302, 4.59909], [-4.91105, -0.82309, -1.92140], [-4.25556, 0.33170, -1.38609], [-4.34817, 1.24985, -2.49958], [-5.01653, 0.74588, -0.68665], [-2.53456, -2.31463, -3.19289], [-1.98806, -3.49647, -2.77814], [-1.13718, -3.50259, -1.86402], [-2.40320, -4.70142, -3.44568], [-1.74191, -5.91828, -3.20598], [-1.21066, -6.93535, -3.04266], [-3.48825, -4.75386, -4.33450], [-4.38572, -4.84704, -5.06376], [-3.40807, -2.36247, -3.69122], [-2.37844, -1.52884, -2.58402]],
  "atomic_forces_ev_per_a": [[0.457, 9.946, -14.462], [-0.085, -0.090, -0.094], [-0.152, -0.260, 0.108], [-0.147, 0.064, 0.047], [-0.068, -0.044, 0.110], [0.119, 0.231, -0.392], [0.255, -0.453, 0.869], [-0.041, 0.228, -0.164], [0.870, 0.553, -0.522], [0.460, 0.021, -0.180], [-0.046, 0.120, -0.373], [6.009, -3.248, -0.279], [-0.625, -0.009, 0.528], [0.186, -0.560, 0.153], [0.148, 0.103, -0.431], [0.395, -5.178, 2.291], [-0.373, 0.776, 0.239], [-0.086, -0.075, -0.352], [0.077, -0.137, -0.032], [0.296, -0.122, 0.160], [0.118, 0.107, -0.195], [-0.064, -0.036, 0.025], [0.048, 0.078, -0.133], [0.167, -0.102, 0.015], [-0.136, 0.090, 0.064], [0.149, -0.073, -0.140], [0.140, -0.168, 0.137], [0.296, 0.046, -0.020], [0.029, -0.017, -0.134], [-0.036, -0.093, 0.129], [0.025, -0.007, -0.023], [-0.007, 0.085, 0.051], [0.053, 0.023, 0.051], [0.017, 0.015, -0.038], [0.105, -0.110, -0.074], [0.065, -0.014, 0.027], [0.038, 0.005, -0.030], [0.064, 0.023, -0.034], [0.005, -0.004, -0.050], [-0.292, 0.101, -0.151], [0.070, 0.311, -0.423], [-0.045, -0.004, 0.082], [0.204, -0.066, 0.116], [0.094, -0.163, -0.182], [0.033, -0.270, -0.048], [0.006, 0.431, 0.389], [-0.015, -0.005, 0.039], [0.053, -0.114, 0.028], [0.058, -0.018, -0.014], [-0.059, -3.789, 1.740], [0.122, -0.257, -0.190], [-0.051, -1.213, -0.905], [0.067, -0.070, 0.046], [0.045, 0.025, 0.016], [0.010, 0.086, 0.009], [0.065, 0.016, 0.037], [0.022, -0.072, 0.012], [0.041, 0.066, -0.010], [0.102, -0.067, -0.072], [-0.393, 0.235, 0.227], [0.182, -0.042, -0.017], [-0.070, 0.005, 0.049], [0.001, -0.009, 0.006], [-0.010, 0.040, 0.006], [-0.064, 0.025, 0.042], [-0.254, 0.022, -0.073], [-0.062, -0.041, -0.035], [-0.069, -0.048, 0.025], [-0.018, 0.097, 0.143], [-0.027, 0.020, -0.040], [-0.070, -0.042, 0.062], [0.013, 0.061, -0.044], [-0.016, 0.027, -0.065], [-0.027, 0.027, -0.029], [0.110, -0.057, -0.331], [0.269, 0.333, 0.692], [-0.160, 0.007, -0.087], [-0.071, -0.107, -0.579], [0.447, 1.912, 1.714], [-0.054, -0.595, -0.268], [-0.060, 0.039, -0.330], [-0.885, 0.211, 4.574], [-5.785, 3.719, 7.394], [0.889, -0.908, -0.578], [-2.755, -0.925, 0.251], [-0.847, -0.407, 0.121], [0.431, 0.033, -0.332], [-0.077, -0.049, -0.085], [0.162, 0.031, 0.065], [-0.111, -0.005, 0.106], [0.710, -0.057, 0.170], [-0.041, -0.034, 0.134], [-0.082, -0.078, -0.167], [0.079, -0.816, 0.030], [-0.257, 0.133, -0.323], [-0.202, -0.088, 0.050], [0.041, 0.088, 0.095], [0.214, -0.210, 0.189], [-0.021, 0.061, 0.038], [-0.227, -0.034, -0.287], [0.078, 0.131, 0.056], [-0.049, 0.251, 0.053], [-0.120, 0.404, 0.007]]
}